[1]
Below is C10H34BKO10 as an isolated structure, with properties calculated with ωB97M-V with the def2-TZVPD basis set.

DFT total energy = -48374.3823 eV
F_max = 7.9 eV/A
Relative energy (zero: lowest compared OMol25 entry of this formula, charge and spin) = 1785.0 kJ/mol
LUMO energy = -0.590 eV
Gap between HOMO and LUMO = 7.5 eV
Highest occupied orbital energy = -8.079 eV

Structure (ORCA input):
```
! wB97M-V def2-TZVPD RIJCOSX def2/J DEFGRID3
* xyz 0 1
K -1.47 -1.58 -1.07
B 0.02 -0.10 -0.40
H -0.10 -0.54 -1.38
H -0.04 -0.81 0.41
H 0.96 0.42 -0.41
H -0.75 0.63 -0.21
C -1.36 2.38 2.09
C -2.01 2.34 0.69
O -2.44 3.62 0.24
O -2.38 2.61 3.10
H -0.53 3.09 2.12
H -0.91 1.40 2.26
H -3.01 1.91 0.77
H -1.45 1.80 -0.09
H -1.64 4.12 0.04
H -2.19 2.05 3.86
C 2.54 -0.68 -1.73
C 2.73 0.85 -2.19
O 1.81 1.60 -1.44
O 1.27 -1.18 -2.14
H 2.57 -0.79 -0.64
H 3.35 -1.24 -2.21
H 2.58 0.98 -3.26
H 3.75 1.20 -2.02
H 1.07 1.03 -1.24
H 0.62 -0.85 -1.51
C -1.71 0.88 -2.53
C -2.95 0.96 -1.62
O -2.88 0.04 -0.50
O -0.62 1.54 -1.89
H -1.88 1.45 -3.44
H -1.39 -0.12 -2.83
H -3.82 0.77 -2.26
H -2.93 1.92 -1.11
H -3.68 0.20 0.01
H -0.38 1.02 -1.12
C 1.34 -2.41 0.09
C 1.02 -3.88 0.52
O 1.95 -4.35 1.47
O 2.55 -2.46 -0.68
H 1.56 -1.81 0.97
H 0.45 -2.09 -0.46
H 1.16 -4.48 -0.38
H -0.01 -4.09 0.80
H 1.55 -5.11 1.90
H 3.26 -2.60 -0.05
C -0.01 -0.47 2.57
C 1.11 0.56 2.20
O 1.70 0.06 1.06
O -1.15 -0.25 1.71
H -0.22 -0.61 3.63
H 0.29 -1.47 2.26
H 1.80 0.79 3.01
H 0.65 1.52 1.96
H 1.17 0.34 0.30
H -0.91 -0.13 0.79
*
```


[2]
Below is C2H2BrF3O as an isolated structure, with properties calculated with ωB97M-V with the def2-TZVPD basis set.

DFT total energy = -82347.2763 eV
F_max = 4.3 eV/A
Relative energy (zero: lowest compared OMol25 entry of this formula, charge and spin) = 144.8 kJ/mol
LUMO energy = 0.286 eV
Gap between HOMO and LUMO = 10.5 eV
Highest occupied orbital energy = -10.221 eV

Structure (ORCA input):
```
! wB97M-V def2-TZVPD RIJCOSX def2/J DEFGRID3
* xyz 0 1
C -0.50 -0.49 -0.39
C 0.48 1.00 0.41
O 0.28 -1.53 -0.16
F 0.24 1.23 1.64
F 1.81 0.65 0.34
F 0.26 2.11 -0.36
Br -2.20 -0.62 0.84
H -0.78 -0.14 -1.44
H 0.41 -2.23 -0.88
*
```